# C18H22FN6S

An isolated ion of composition C18H22FN6S and charge +1 at a distorted geometry (wB97M-V/def2-TZVPD, the Open Molecules 2025 dataset).

As for the net charge: +1. The LUMO energy is -2.6154 eV. The value obtained for the highest occupied orbital energy is -12.31 eV. The HOMO-LUMO gap is 9.70 eV. Its calculated total energy is -1525.4358 hartree.

```
48
Properties=species:S:1:pos:R:3:forces:R:3
C 4.40973 2.93886 -0.43370 0.049 0.013 0.034
N 3.21119 2.12671 -0.49796 -0.112 -0.122 0.053
C 3.49508 0.71572 -0.64844 -0.261 0.120 -0.089
C 2.19686 -0.03182 -0.93697 0.771 -0.173 -0.501
N 1.25500 0.16925 0.18421 0.022 -0.210 0.302
C -0.03807 -0.60632 0.08887 -0.259 -0.331 -0.196
C 0.12387 -1.94786 -0.54991 -0.182 -0.084 -0.484
C 0.61579 -3.09388 0.01110 -0.163 0.352 -0.073
C 0.61124 -4.17857 -0.88914 0.033 -0.115 -0.167
C 0.12095 -3.84399 -2.11124 -0.064 0.276 -0.099
S -0.34925 -2.20023 -2.20288 0.252 -0.187 0.593
C -0.48532 -0.78093 1.49881 -0.412 -0.021 0.681
N 0.31691 -0.59695 2.52871 0.248 0.158 -1.222
N -0.39414 -0.89683 3.60777 0.516 0.073 1.111
N -1.56232 -1.25031 3.29720 -1.354 -0.470 0.313
N -1.67897 -1.20267 1.96880 1.550 0.435 -0.341
C -2.89540 -1.51153 1.26151 -0.627 -0.115 -0.258
C -3.31123 -0.33517 0.41456 -0.012 -0.064 -0.044
C -3.57284 0.88784 1.02548 -0.003 -0.080 -0.155
C -3.91680 1.99158 0.26838 -0.027 0.066 -0.129
C -4.00057 1.85504 -1.10805 0.125 -0.174 0.013
F -4.31478 2.92342 -1.85046 -0.020 -0.055 0.047
C -3.75518 0.64680 -1.73829 -0.069 0.290 -0.042
C -3.40619 -0.44774 -0.96705 -0.066 0.005 0.241
C 1.00867 1.61920 0.36755 0.036 0.920 0.333
C 2.33032 2.33229 0.63256 -0.122 -0.076 -0.222
H 4.12262 3.98635 -0.38477 0.055 0.073 0.005
H 4.99031 2.78234 -1.33963 0.077 0.037 -0.022
H 5.03576 2.70092 0.43577 0.050 0.007 0.037
H 4.17197 0.58126 -1.49345 -0.047 -0.111 0.045
H 3.97858 0.28540 0.24885 0.025 0.003 -0.041
H 2.39350 -1.09742 -1.05933 -0.133 0.095 0.069
H 1.73492 0.36130 -1.84461 -0.052 -0.057 0.083
H 1.69112 -0.16133 1.06556 -0.049 0.051 -0.144
H -0.75288 -0.01113 -0.49136 0.153 0.074 0.141
H 0.96434 -3.16714 1.02641 0.032 0.033 0.245
H 0.95429 -5.16412 -0.63557 0.054 -0.203 0.016
H 0.00297 -4.47070 -2.97255 -0.021 -0.183 -0.170
H -3.64277 -1.73651 2.02655 0.138 -0.055 -0.076
H -2.73631 -2.40125 0.64493 -0.027 0.061 0.105
H -3.51664 0.97384 2.10072 0.015 0.034 0.144
H -4.13042 2.94327 0.72713 -0.033 0.125 0.026
H -3.84378 0.57263 -2.80995 -0.019 0.028 -0.133
H -3.22080 -1.39776 -1.44552 0.021 -0.119 -0.048
H 0.32770 1.76316 1.20702 -0.003 -0.156 -0.070
H 0.55856 2.00760 -0.54797 -0.009 -0.148 0.023
H 2.13771 3.40073 0.73914 -0.069 -0.065 0.075
H 2.76475 1.96666 1.58121 -0.009 0.044 -0.008
```
Positions in Å, forces in eV/Å.

Here are the Löwdin charges for atoms 1 to 4, given in e: atom 1 (C): -0.07, atom 2 (N): -0.23, atom 3 (C): -0.16, atom 4 (C): -0.09